Record 1
The following is a DFT calculation (ωB97M-V with the def2-TZVPD basis set) of a structure of composition C19H34O4 in a non-equilibrium geometry.

Each line ends with the Löwdin charge.
Atoms and positions in Å:
C1 -4.80036 -0.25957 -2.09972  0.07
C2 -4.29780 -0.02779 -1.08526  -0.18
C3 -3.78700 0.39416 0.20852  -0.27
C4 -3.29637 1.68356 0.23162  -0.33
C5 -2.83714 1.95132 1.49329  -0.28
C6 -1.74119 1.22335 2.23490  -0.24
C7 -0.52081 1.20422 1.47556  -0.15
C8 0.10649 2.75463 0.94794  -0.12
C9 1.43827 2.75073 0.28037  -0.25
C10 1.44571 2.25118 -1.09820  -0.26
C11 2.70493 2.46528 -1.77554  -0.23
C12 3.64121 1.29791 -1.39887  -0.16
C13 3.25988 -0.42042 -1.56405  -0.02
H1 4.08493 -0.80536 -1.70782  -0.02
H2 2.47705 -0.30254 -2.36888  0.12
C14 2.56969 -0.81894 -0.02523  -0.32
O1 3.65654 -1.00455 0.92608  0.02
H3 4.33758 -1.40154 0.62699  -0.01
C15 2.07981 -2.04766 -0.41926  -0.09
H4 1.24155 -2.04654 -1.06777  0.10
H5 2.68447 -2.91211 -0.68688  0.14
C16 1.10475 -2.49537 1.06580  -0.22
O2 2.09875 -2.78605 2.01783  0.02
H6 2.65472 -2.10078 2.21388  0.02
C17 0.38510 -3.68369 0.42556  -0.33
H7 1.12890 -4.66741 0.41572  0.18
H8 -0.16133 -4.26198 1.57887  0.20
O3 -0.46751 -3.57101 -0.46529  0.00
C18 -1.67411 -3.00893 -0.16771  -0.47
O4 -1.81128 -2.38748 0.78977  0.17
C19 -2.45012 -2.91607 -1.55784  0.06
H9 -3.27514 -3.78998 -1.46571  0.13
H10 -2.90830 -2.02403 -1.65330  -0.02
H11 -1.89524 -3.45500 -2.39084  0.10
H12 0.50879 -1.84597 1.21778  0.01
H13 1.93411 0.11199 0.27213  0.13
H14 4.69629 1.32528 -2.04017  0.12
H15 3.98999 1.39808 0.01773  0.19
H16 2.57525 2.14716 -2.84544  0.13
H17 3.12278 3.37282 -1.59018  0.09
H18 0.84562 2.92979 -1.45865  0.07
H19 0.79735 1.38993 -0.93038  0.12
H20 2.06686 2.02234 0.95416  0.13
H21 1.86712 3.59096 0.44405  0.06
H22 0.12576 3.29585 1.96461  0.14
H23 -0.41545 3.25120 0.45495  -0.04
H24 -0.56776 0.73806 0.39901  0.11
H25 0.46394 0.58688 1.85347  0.15
H26 -1.40363 1.79166 3.06925  0.12
H27 -2.12401 0.33713 2.36083  0.05
H28 -3.66590 2.08562 2.30429  0.15
H29 -2.55668 3.22687 1.56401  0.19
H30 -2.34577 1.83689 -0.56064  0.20
H31 -4.05335 2.34032 0.03297  0.11
H32 -4.65103 0.16965 1.07083  0.20
H33 -3.14966 -0.34065 0.72325  0.10
H34 -5.23723 -0.54335 -3.21238  0.12

Summary:
Largest force on an atom   15.5 eV/A
Relative energy (zero: lowest compared OMol25 entry of this formula, charge and spin)   19.8851 eV
Molecular weight   326.477 g mol⁻¹
Total charge   0
Kohn-Sham gap   8.387 eV
Energy   -1044.59472 Eh
HOMO energy   -7.698 eV

---

Record 2
The following is a DFT calculation (ωB97M-V with the def2-TZVPD basis set) of a cluster of 2 separate species, C2H4O2 in total in a non-equilibrium geometry.

Each line ends with the Löwdin charge.
Atoms and positions in Å:
C1 -7.28256 -3.01157 -0.15692  -0.18
O1 -7.08764 -2.16908 -1.01908  -0.04
H1 -8.30879 -3.30415 0.16971  0.08
H2 -6.42852 -3.50558 0.36464  0.09
C2 -8.04247 -5.52373 -2.50633  -0.10
O2 -8.13128 -4.88220 -1.48997  -0.04
H3 -8.14782 -4.98874 -3.48005  0.09
H4 -7.91588 -6.63158 -2.55200  0.09

Summary:
Largest force on an atom   1.8 eV/A
Relative energy (zero: lowest compared OMol25 entry of this formula, charge and spin)   2.5040 eV
Molecular weight   60.052 g mol⁻¹
SMILES string   C=O.C=O
Total charge   0
Kohn-Sham gap   10.075 eV
Energy   -229.01455 Eh
HOMO energy   -9.640 eV

---

Record 3
The following is a DFT calculation (ωB97M-V with the def2-TZVPD basis set) of the molecule C8H6O2S in a non-equilibrium geometry.

Each line ends with the Löwdin charge.
Atoms and positions in Å:
C1 1.33461 -0.94495 -1.92126  -0.08
C2 0.26287 -1.78400 -1.55668  -0.06
C3 1.39917 0.36693 -1.46638  -0.11
C4 -0.55963 -1.33721 -0.51007  -0.03
C5 0.54397 0.85496 -0.53111  -0.05
C6 -0.38489 -0.05163 0.00643  -0.24
C7 -0.85913 1.69940 1.64157  -0.56
C8 -1.14012 0.39653 1.20719  -0.27
O1 -0.81519 2.81781 1.39722  0.18
O2 -1.21705 0.34800 4.00249  -0.59
S1 -0.18369 0.45668 2.94510  0.99
H1 1.96157 -1.17939 -2.85258  0.13
H2 0.21685 -2.79341 -1.84380  0.09
H3 2.02143 1.11764 -2.02891  0.13
H4 -1.09748 -2.01843 0.10824  0.11
H5 0.82902 1.88537 -0.09800  0.15
H6 -2.31232 0.16568 1.50056  0.22

Summary:
Largest force on an atom   3.3 eV/A
Relative energy (zero: lowest compared OMol25 entry of this formula, charge and spin)   1.4399 eV
Molecular weight   166.201 g mol⁻¹
Total charge   0
Kohn-Sham gap   8.591 eV
Energy   -856.98843 Eh
HOMO energy   -8.658 eV